Entry 1:
{
  "formula": "C24H33BCoN11O4S",
  "method": "ωB97M-V with the def2-TZVPD basis set",
  "elements": ["Co", "C", "C", "C", "C", "N", "N", "B", "N", "C", "C", "C", "C", "N", "N", "C", "C", "C", "C", "N", "N", "C", "C", "C", "C", "N", "H", "H", "H", "H", "H", "H", "H", "H", "H", "H", "H", "H", "H", "H", "H", "H", "H", "H", "H", "H", "C", "C", "S", "O", "O", "C", "C", "N", "C", "N", "C", "C", "N", "O", "O", "C", "H", "H", "H", "H", "H", "H", "H", "H", "H", "H", "H", "H", "H"],
  "coordinates": [[1.92150, 1.33724, 1.76354], [-0.68409, 2.29217, 4.20823], [-0.78466, 1.06428, 3.39927], [-1.81997, 0.11673, 3.34655], [-1.39267, -0.85603, 2.47502], [-0.17139, -0.51304, 2.01052], [0.19457, 0.66553, 2.58588], [0.84211, -1.28986, 1.18273], [2.65145, -0.23701, -0.70185], [2.99087, -0.00923, -2.10045], [3.82341, 1.03234, -2.16816], [4.02184, 1.49958, -0.80243], [4.87991, 2.61269, -0.40363], [3.34857, 0.76325, 0.03198], [2.10954, -1.42455, 2.01020], [2.57578, -2.47513, 2.73092], [3.54302, -2.02445, 3.59766], [3.62569, -0.64041, 3.39335], [4.48632, 0.36476, 4.04724], [2.74844, -0.30463, 2.44488], [0.31532, -2.57665, 0.63683], [0.98246, -3.73377, 0.30096], [0.10443, -4.55539, -0.33968], [-1.12670, -3.81916, -0.38134], [-2.37322, -4.24495, -0.99506], [-0.94138, -2.62925, 0.20504], [-1.44154, 3.02039, 3.92158], [0.30634, 2.73524, 4.10352], [-0.86365, 2.06112, 5.25784], [-2.73784, 0.14373, 3.89487], [-1.87728, -1.76077, 2.16897], [2.62752, -0.68428, -2.85025], [4.28005, 1.44714, -3.04633], [5.92065, 2.36034, -0.62856], [4.79056, 2.82989, 0.65802], [4.66070, 3.50272, -0.99373], [2.19235, -3.46921, 2.62963], [4.10901, -2.60247, 4.29863], [5.19816, -0.10822, 4.71708], [3.88329, 1.06156, 4.63071], [5.03307, 0.93594, 3.29723], [2.02444, -3.86781, 0.49588], [0.27152, -5.53686, -0.73365], [-2.60036, -5.28320, -0.73278], [-2.25130, -4.27189, -2.08789], [-3.19906, -3.58159, -0.75919], [-5.68650, 2.80457, -3.43361], [-5.83004, 1.38538, -2.98269], [-4.23903, 0.47406, -3.23714], [-3.75841, 0.68908, -4.56110], [-4.35234, -0.85117, -2.71580], [-2.97961, 1.30512, -2.11805], [-1.65441, 0.71499, -2.56626], [-0.64531, 0.59825, -1.52852], [-0.20756, 1.56577, -0.67299], [0.83411, 1.17157, 0.01785], [1.13774, -0.18434, -0.30499], [0.19234, -0.48220, -1.39072], [0.20380, -1.67455, -2.07841], [-0.72220, -2.01530, -2.78905], [1.24254, -2.32944, -1.88946], [-0.80296, 2.90686, -0.54784], [-6.68027, 3.25703, -3.50849], [-5.25098, 2.85102, -4.43082], [-5.11115, 3.41537, -2.74142], [-6.52587, 0.81626, -3.59860], [-6.07471, 1.25900, -1.93123], [-3.25017, 1.02457, -1.10555], [-3.05916, 2.37286, -2.28740], [-1.25068, 1.30314, -3.39864], [-1.83378, -0.30227, -2.93874], [2.97107, -1.18812, -0.45592], [-1.77209, 2.85975, -0.05197], [-0.94201, 3.36885, -1.52389], [-0.15014, 3.53712, 0.05163]],
  "total_charge": 3,
  "e_above_lowest_kj_mol": 126.1,
  "mol_weight_da": 641.41,
  "lumo_ev": [-11.934, -11.993],
  "homo_energy_ha": [-0.6290, -0.6280],
  "homo_lumo_gap_ev": [5.18, 5.10],
  "largest_force_ev_per_a": 3.8,
  "s2": 1.03,
  "multiplicity": 2
}

Entry 2:
{
  "formula": "CH7N5",
  "method": "ωB97M-V with the def2-TZVPD basis set",
  "elements": ["N", "N", "C", "N", "N", "N", "H", "H", "H", "H", "H", "H", "H"],
  "coordinates": [[-2.28505, -0.45543, -0.15844], [-0.94093, -0.85759, -0.30324], [-0.03623, 0.06632, 0.02037], [-0.16369, 1.40236, 0.09964], [1.10864, -0.61622, 0.21359], [2.32450, 0.08003, -0.04933], [-2.51459, -0.27352, 0.81998], [-3.01900, -1.08245, -0.46760], [-1.09846, 1.77042, 0.16814], [0.66233, 1.91372, 0.37011], [0.36025, -1.59693, -0.09187], [3.07854, -0.40241, 0.42808], [2.52370, 0.05169, -1.04944]],
  "smiles": "N/N=C(\\N)NN",
  "total_charge": 0,
  "e_above_lowest_kj_mol": 158.1,
  "mol_weight_da": 89.10,
  "lumo_ev": 1.096,
  "homo_energy_ha": -0.2806,
  "homo_lumo_gap_ev": 8.73,
  "largest_force_ev_per_a": 2.1
}

Entry 3:
{
  "formula": "C2H10N2O2",
  "method": "ωB97M-V with the def2-TZVPD basis set",
  "elements": ["C", "C", "N", "N", "H", "H", "H", "H", "H", "H", "H", "H", "O", "H", "H", "O"],
  "coordinates": [[-1.29927, 0.82501, -0.39978], [0.04480, 1.22305, -0.46239], [0.94336, 1.15232, -1.53613], [-1.91319, 0.52691, 0.78860], [-1.99073, 0.95088, -1.38859], [0.44743, 1.87986, 0.39686], [0.65644, 0.68528, -2.39744], [1.82113, 0.68536, -1.23125], [-2.55756, 1.27703, 1.12196], [-2.57487, -0.38565, 0.63341], [0.44300, -1.19680, -0.17935], [0.33299, -2.63152, -0.33387], [0.41830, -1.88836, -0.85335], [0.55298, -0.75300, 2.05233], [1.92545, -1.23028, 2.87438], [1.48912, -1.02715, 1.96052]],
  "total_charge": 1,
  "e_above_lowest_kj_mol": 130.3,
  "mol_weight_da": 94.11,
  "lumo_ev": [-4.935, -7.472],
  "homo_energy_ha": [-0.5446, -0.5553],
  "homo_lumo_gap_ev": [9.88, 7.64],
  "largest_force_ev_per_a": 4.2,
  "s2": 0.76,
  "multiplicity": 2
}